Record 1
Molecular formula: C18H47AsF6N2O10PS3
Method: DFT, wB97M-V/def2-TZVPD

Last column: Mulliken charge in e.
Geometry (Å):
N 21.62843 11.47783 7.91474  -0.407
H 22.00050 10.52992 7.74225  0.306
H 22.44827 12.08160 8.03504  0.258
H 20.97661 11.60676 8.68567  0.380
H 21.31433 11.84635 7.00773  0.424
N 25.14510 12.89717 10.29284  -0.171
H 26.10890 13.06044 10.61889  0.122
H 24.95384 13.27043 9.36553  0.393
H 24.58908 13.39033 11.00523  0.454
H 24.71784 11.96172 10.31264  0.175
As 24.98947 9.28756 8.46483  1.995
F 26.12069 10.63932 8.29982  -0.427
F 24.07896 10.39295 9.51978  -0.657
F 23.86539 7.97836 8.72344  -0.550
F 25.84161 8.29061 7.36118  -0.415
F 25.86605 8.69430 9.84418  -0.394
F 24.02873 9.97756 7.13908  -0.544
C 31.24250 13.11656 8.69923  -0.754
C 30.00374 12.64961 7.79892  -0.653
C 28.68208 12.84688 8.55341  -0.147
S 29.10721 13.41900 10.24054  0.922
O 28.26627 12.65782 11.15659  -0.482
O 29.00774 14.86873 10.27240  -0.659
C 30.79686 12.84606 10.10217  -0.549
H 31.56310 14.12267 8.43552  0.350
H 32.06224 12.50658 8.32282  0.425
H 30.14971 11.56972 7.74153  0.100
H 30.05564 13.04117 6.78850  0.381
H 28.08986 11.94319 8.66690  -0.096
H 28.10140 13.67439 8.14154  0.497
H 30.83628 11.81759 10.46137  0.201
H 31.26289 13.43005 10.90496  0.515
C 26.14877 4.61713 8.76188  -0.724
C 27.20426 5.02148 7.72093  0.297
C 26.94310 4.20403 6.46656  -0.912
S 26.44913 2.51650 7.09909  1.131
O 27.58096 1.60450 7.07120  -0.644
O 25.22460 2.08925 6.44788  -0.637
C 26.13968 3.10765 8.83178  -0.828
H 25.16471 4.99797 8.46936  0.306
H 26.21968 5.11284 9.73307  0.370
H 28.21336 5.04205 8.12711  0.137
H 26.95454 6.07534 7.56131  -0.100
H 27.83522 3.97377 5.88971  0.423
H 26.10290 4.58477 5.89508  0.398
H 26.91084 2.63392 9.43594  0.370
H 25.16803 2.68210 9.08075  0.437
C 29.84655 7.65734 10.89606  -0.757
C 28.87054 7.97822 9.74532  0.920
C 29.51670 7.80679 8.32851  -0.977
S 31.30115 8.19656 8.74548  0.927
O 31.42588 9.63221 8.86615  -0.492
O 32.21809 7.46333 7.87824  -0.708
C 31.25913 7.38993 10.33750  -0.789
H 29.53136 6.87761 11.58374  0.422
H 29.95095 8.57412 11.47682  0.236
H 28.58643 9.02234 9.86947  -0.592
H 27.93297 7.43241 9.83010  0.133
H 29.00144 8.46602 7.63315  0.497
H 29.45744 6.81104 7.89772  0.302
H 32.09331 7.74621 10.94653  0.500
H 31.55238 6.34250 10.25469  0.350
C 24.34692 8.60852 16.54240  -0.866
C 23.42949 9.80288 16.49057  -0.319
O 24.19877 11.02744 16.39337  -0.315
P 24.55649 11.65087 14.98606  0.882
O 23.39098 12.17690 14.25759  -0.757
O 25.65833 12.74070 15.31724  -0.349
C 25.21721 14.04577 15.79901  -0.338
C 24.22661 14.09854 16.91830  -0.989
O 25.34344 10.48947 14.18883  -0.296
C 25.41486 10.54166 12.77058  0.121
C 26.78254 9.93700 12.40568  -0.796
H 25.00663 8.62796 17.40762  0.281
H 23.76655 7.68213 16.55256  0.374
H 24.98300 8.52803 15.66267  0.140
H 22.58847 9.75100 15.79750  0.330
H 22.95122 9.90013 17.46925  0.318
H 26.18628 14.50710 16.01985  0.348
H 24.98601 14.61882 14.89159  0.268
H 24.66949 13.74201 17.84666  0.268
H 24.06298 15.17608 17.03803  0.398
H 23.23184 13.69136 16.76470  0.326
H 24.63846 9.84701 12.43710  0.194
H 25.22747 11.53603 12.35990  0.039
H 26.75239 8.86444 12.61882  0.433
H 27.06234 9.90910 11.35480  -0.164
H 27.54642 10.37837 13.04180  0.478

Cartesian forces (eV/Å) of the 3 atoms listed first:
1.237 0.798 -1.351
-0.074 -0.078 0.450
0.121 -0.443 0.624

Charge: +1
HOMO energy in eV: -11.5
Maximum force in eV Å⁻¹: 2.61
ΔE to the lowest compared entry with this formula, charge and spin in kJ/mol: 0.0
Molecular weight in g/mol: 767.66
Frontier orbital gap in eV: 7.1

***

Record 2
Molecular formula: C18H47N3O7
Method: DFT, wB97M-V/def2-TZVPD

Last column: Mulliken charge in e.
Geometry (Å):
C 1.34901 0.19255 -4.09534  -0.713
O 2.43416 -0.21299 -3.28835  -0.326
C 3.49612 0.73712 -3.33199  -0.634
C 4.41117 0.62995 -2.13260  -0.882
N 3.72311 1.00514 -0.89304  0.102
C 4.67132 1.05863 0.19955  -0.860
C 4.01581 1.56499 1.47588  0.020
O 5.00785 1.61910 2.46360  -0.381
C 4.50696 1.93192 3.74890  -0.648
H 1.68754 0.33227 -5.13251  0.455
H 0.84949 1.09407 -3.73487  0.264
H 0.67502 -0.66441 -4.12733  0.143
H 3.09880 1.75655 -3.38169  0.352
H 4.07160 0.46539 -4.22502  0.387
H 5.24146 1.33077 -2.30522  0.442
H 4.81167 -0.38206 -2.06266  0.398
H 3.24082 1.88315 -1.05134  0.185
H 5.48301 1.76889 -0.02892  0.321
H 5.07998 0.06817 0.39421  0.277
H 3.22685 0.85928 1.77063  -0.096
H 3.49990 2.52200 1.31726  0.345
H 3.94493 2.86447 3.69038  0.310
H 5.35951 1.95740 4.42202  0.270
H 3.87499 1.11697 4.12353  0.229
C -1.66910 -1.44629 4.98402  -0.755
O -2.12834 -2.26975 3.94214  -0.342
C -3.52245 -2.12647 3.70839  -0.627
C -3.82936 -2.67897 2.33382  -0.737
N -3.18094 -1.95892 1.26825  0.072
C -3.16778 -2.73490 0.03310  -0.911
C -2.25122 -2.16441 -1.04658  0.303
O -2.11511 -3.15829 -2.03194  -0.471
C -1.18879 -2.74013 -3.01260  -0.573
H -2.25191 -1.57690 5.90017  0.371
H -1.67478 -0.39800 4.65929  0.276
H -0.63100 -1.69486 5.20511  0.260
H -3.79399 -1.07302 3.83244  0.373
H -4.07457 -2.72125 4.44318  0.446
H -4.91211 -2.64587 2.18173  0.368
H -3.56551 -3.74691 2.38248  0.390
H -2.22740 -1.71190 1.50363  -0.090
H -4.19673 -2.79722 -0.32851  0.324
H -2.83605 -3.76930 0.20266  0.405
H -1.28768 -1.90937 -0.59454  0.129
H -2.72304 -1.25836 -1.43302  -0.041
H -1.13949 -3.51816 -3.77350  0.393
H -0.20305 -2.64822 -2.54420  0.299
H -1.44268 -1.79861 -3.50872  0.131
C 0.82445 -0.30146 2.99052  -0.781
O 0.17840 0.21617 1.84553  -0.152
C -1.03743 0.87893 2.21362  0.031
C -1.53902 1.79336 1.09653  -1.033
N -1.78275 1.06896 -0.11999  0.419
C -2.17044 1.96242 -1.20905  -1.018
C -2.10852 1.30583 -2.57381  0.319
O -2.06999 2.33629 -3.53854  -0.444
C -2.11202 1.86688 -4.86164  -0.581
H 1.16766 0.48471 3.67180  0.388
H 1.73209 -0.78920 2.63320  0.355
H 0.17881 -1.01890 3.49962  -0.047
H -0.86215 1.44800 3.13020  0.604
H -1.81501 0.13095 2.39917  -0.412
H -0.77322 2.58808 1.00448  0.395
H -2.44641 2.29045 1.44887  0.481
H -0.97126 0.53785 -0.41121  -0.204
H -1.57584 2.89124 -1.17990  0.425
H -3.17929 2.33139 -0.98529  0.285
H -3.02832 0.72378 -2.70204  0.372
H -1.21801 0.67456 -2.65641  -0.129
H -2.48620 2.65989 -5.51162  0.282
H -2.87572 1.08849 -4.97995  0.301
H -1.11997 1.55057 -5.18448  0.144
O 0.80679 -0.03752 -0.90680  -0.438
H 1.72383 0.02231 -1.22566  0.339
H 0.81153 0.34276 -0.00901  0.145

Cartesian forces (eV/Å) of the 3 atoms listed first:
0.233 -0.835 -0.569
0.104 0.641 0.620
0.051 -0.834 -0.174

Charge: 0
Structure (SMILES): COCCNCCOC.COCCNCCOC.COCCNCCOC.O
HOMO energy in eV: -8.3
Maximum force in eV Å⁻¹: 1.31
ΔE to the lowest compared entry with this formula, charge and spin in kJ/mol: 431.2
Molecular weight in g/mol: 417.59
Frontier orbital gap in eV: 9.0